Record 1
132
Properties=species:S:1:pos:R:3:forces:R:3 method="wB97M-V/def2-TZVPD" lumo_ev=2.40 spin_multiplicity=1 orbital_gap_ev=6.3860 total_energy_ev=-179378.915 total_charge=-1 homo_energy_ev=-3.988
Ti 0.2035 0.9668 -0.5531 0.066 0.223 0.565
C 2.8348 -2.7369 0.5498 -0.002 -0.009 0.020
C 2.2684 -3.5429 -0.6187 0.000 0.029 0.011
C 2.5599 -5.0279 -0.4384 0.000 -0.002 0.004
P 0.4883 -3.0401 -0.8680 -0.050 -0.013 -0.002
C -0.1289 -4.3253 -2.0591 0.008 0.009 0.003
C 0.6036 -4.1599 -3.3904 0.006 0.014 0.003
C -1.6320 -4.1273 -2.2473 -0.007 -0.003 -0.005
C -0.2519 -3.5926 0.7237 0.012 0.005 0.016
C -0.5208 -4.9370 0.9974 -0.010 0.015 -0.012
C -1.0757 -5.3367 2.2021 -0.005 -0.006 0.011
C -1.3895 -4.3780 3.1533 0.011 -0.007 0.012
C -1.1457 -3.0419 2.8811 0.007 0.008 -0.013
C -0.5640 -2.6103 1.6802 0.049 -0.011 -0.020
Si -0.2124 -0.7110 1.5275 0.051 0.000 -0.045
C 1.2250 -0.5473 2.8193 -0.080 -0.095 0.069
C 1.4343 -1.4508 3.8732 -0.001 0.026 -0.010
C 2.5274 -1.3666 4.7171 -0.011 -0.010 0.012
C 3.4629 -0.3566 4.5388 0.017 0.015 -0.007
C 3.2777 0.5545 3.5174 -0.003 0.000 -0.020
C 2.1762 0.4644 2.6585 0.131 0.127 0.051
P 1.9188 1.6992 1.3333 0.015 -0.020 -0.100
C 3.6174 2.1152 0.6838 0.007 -0.025 0.083
C 4.4457 3.1975 1.3752 0.007 0.005 -0.010
C 4.4493 0.8466 0.4853 -0.019 0.016 0.005
C 1.2365 3.1285 2.3153 -0.078 -0.011 -0.004
C 1.9243 3.4706 3.6361 -0.013 0.015 0.014
C 1.0243 4.3873 1.4755 0.043 0.026 -0.011
C -1.7890 -0.0549 2.4144 0.013 -0.016 0.018
C -1.7317 0.4884 3.7001 0.003 0.032 0.002
C -2.8689 0.9496 4.3517 0.020 0.018 -0.015
C -4.0977 0.8899 3.7139 -0.005 -0.018 -0.005
C -4.1773 0.3608 2.4316 -0.025 -0.039 0.025
C -3.0460 -0.1198 1.7713 -0.039 -0.046 -0.025
P -3.0646 -0.9175 0.1024 0.007 0.016 0.010
C -4.3854 -2.2454 0.1795 0.005 -0.002 -0.005
C -5.8631 -1.8987 0.3510 0.018 0.010 0.027
C -3.9786 -3.2911 1.2146 0.021 0.010 -0.016
C -3.7192 0.3414 -1.1075 -0.027 -0.011 -0.010
C -4.8808 1.2692 -0.7496 0.030 -0.016 0.038
C -3.9874 -0.3792 -2.4310 -0.010 0.025 0.001
H 3.9229 -2.8391 0.5946 0.004 -0.007 0.004
H 2.4215 -3.0869 1.5001 0.010 -0.004 -0.007
H 2.5977 -1.6773 0.4471 0.003 -0.012 -0.018
H 2.7610 -3.1954 -1.5325 -0.005 -0.016 0.006
H 2.0967 -5.4083 0.4751 0.000 0.001 -0.005
H 3.6391 -5.1856 -0.3481 0.000 0.001 -0.003
H 2.2086 -5.6302 -1.2784 0.003 0.001 0.002
H 0.0535 -5.3366 -1.6848 0.001 -0.003 -0.010
H 0.4594 -3.1513 -3.7843 0.007 0.015 -0.007
H 0.2162 -4.8662 -4.1301 0.000 0.003 0.003
H 1.6783 -4.3275 -3.2962 -0.001 -0.003 -0.001
H -1.8376 -3.1096 -2.5892 -0.008 0.022 -0.011
H -2.1786 -4.2810 -1.3144 -0.014 0.005 0.012
H -2.0231 -4.8237 -2.9949 -0.002 0.002 0.005
H -0.2972 -5.6929 0.2555 0.003 0.000 -0.001
H -1.2703 -6.3861 2.3901 -0.002 0.001 0.000
H -1.8430 -4.6658 4.0949 -0.001 0.001 0.000
H -1.4361 -2.3061 3.6234 -0.010 0.006 -0.002
H 0.7394 -2.2635 4.0263 0.000 -0.012 0.003
H 2.6551 -2.0959 5.5086 0.002 0.000 0.000
H 4.3281 -0.2821 5.1865 0.002 0.000 0.001
H 4.0004 1.3478 3.3856 -0.007 -0.005 0.007
H 3.3684 2.4944 -0.3112 0.062 0.026 0.032
H 3.9213 4.1482 1.4510 -0.010 0.002 -0.006
H 4.7644 2.9034 2.3762 0.011 0.015 -0.006
H 5.3533 3.3676 0.7884 -0.005 0.007 -0.008
H 3.8656 0.0558 0.0208 -0.005 -0.009 -0.010
H 4.8527 0.4803 1.4305 0.003 -0.013 -0.010
H 5.2894 1.0704 -0.1776 0.007 0.001 0.003
H 0.2424 2.7309 2.5576 0.003 -0.016 -0.020
H 2.9404 3.8382 3.4888 -0.013 -0.003 0.010
H 1.9619 2.6196 4.3140 0.001 -0.004 -0.006
H 1.3580 4.2659 4.1297 0.000 -0.003 0.007
H 1.9678 4.8536 1.1892 0.011 -0.022 -0.024
H 0.4623 5.1215 2.0598 -0.003 0.001 0.003
H 0.4711 4.1811 0.5620 -0.034 -0.008 0.009
H -0.7752 0.5404 4.2111 -0.003 0.002 0.003
H -2.7931 1.3582 5.3530 0.001 0.000 -0.001
H -4.9915 1.2539 4.2063 0.000 -0.002 -0.001
H -5.1418 0.3262 1.9438 -0.002 0.005 -0.009
H -4.2711 -2.7078 -0.8082 -0.002 -0.008 -0.012
H -6.0582 -1.4004 1.3012 0.005 -0.009 0.000
H -6.4479 -2.8244 0.3510 -0.003 0.005 -0.009
H -6.2441 -1.2749 -0.4535 -0.005 0.076 -0.032
H -4.0033 -2.8721 2.2236 -0.004 0.000 -0.004
H -2.9716 -3.6650 1.0353 -0.032 0.003 -0.007
H -4.6699 -4.1386 1.1860 -0.001 0.005 -0.004
H -2.8346 0.9602 -1.2780 0.001 -0.014 0.026
H -5.8396 0.7534 -0.7566 -0.056 -0.070 0.015
H -4.9397 2.0698 -1.4936 -0.016 -0.007 -0.007
H -4.7609 1.7393 0.2262 0.028 -0.002 0.003
H -4.8596 -1.0351 -2.3651 0.004 0.001 0.001
H -3.1239 -0.9688 -2.7384 0.025 -0.028 -0.008
H -4.1794 0.3524 -3.2197 0.008 -0.002 -0.003
Cl 1.0298 -1.2730 -6.8462 0.000 -0.002 -0.001
C 1.3029 -0.9444 -5.1690 0.009 -0.014 0.005
C 2.5399 -1.1876 -4.5966 -0.015 -0.008 0.004
Cl 3.8330 -1.8225 -5.5574 0.002 0.000 0.000
C 2.7523 -0.9240 -3.2374 -0.002 -0.020 -0.001
Cl 4.3183 -1.1359 -2.5268 0.016 0.015 0.012
C 1.7307 -0.4133 -2.4472 -0.070 -0.026 0.025
O 1.8401 -0.0387 -1.1971 0.101 -0.066 -0.207
C 0.4524 -0.2119 -3.0309 0.087 0.084 -0.034
O -0.4517 0.3115 -2.2111 -0.052 0.056 -0.128
C 0.2580 -0.4473 -4.3758 -0.117 -0.105 0.038
Cl -1.2951 -0.1083 -5.0577 -0.006 0.001 0.011
C 3.4183 3.7531 -4.3338 -0.009 -0.002 0.001
C 3.3982 2.5975 -3.3531 0.016 -0.027 0.001
O 2.0759 2.2430 -2.9791 -0.069 0.100 -0.027
P 1.3577 3.0070 -1.6782 0.047 -0.082 0.030
O -0.0995 3.4378 -2.3582 -0.019 0.043 -0.016
C -0.1443 4.5547 -3.2373 0.004 0.000 0.003
C -0.1131 5.8710 -2.4821 0.001 0.001 -0.005
O -1.0314 2.1275 0.1123 -0.246 -0.351 -0.198
C -2.0260 3.1080 0.1790 0.120 0.129 -0.026
C -2.3952 3.4917 1.6019 -0.028 -0.039 -0.028
H 4.4437 3.9825 -4.6331 -0.001 -0.008 -0.008
H 2.9872 4.6449 -3.8739 0.008 0.005 -0.002
H 2.8415 3.5037 -5.2258 -0.008 0.003 0.005
H 3.9941 2.8472 -2.4672 -0.008 0.006 -0.003
H 3.8370 1.7023 -3.8011 0.017 0.014 0.016
H -1.0738 4.4564 -3.8026 0.000 0.006 -0.003
H 0.6795 4.4988 -3.9552 0.005 -0.001 0.001
H -0.9720 5.9479 -1.8129 0.000 -0.003 0.002
H -0.1389 6.7132 -3.1777 -0.002 0.003 0.003
H 0.7973 5.9407 -1.8842 0.000 -0.001 -0.001
H -2.9252 2.7395 -0.3170 0.049 0.038 -0.086
H -1.6871 3.9852 -0.3847 -0.024 0.009 0.015
H -2.6440 2.6036 2.1812 0.019 0.030 0.010
H -3.2739 4.1425 1.5829 0.012 0.022 0.004
H -1.5901 4.0274 2.1030 0.045 -0.014 0.021

=====

Record 2
51
Properties=species:S:1:pos:R:3:forces:R:3 method="wB97M-V/def2-TZVPD" lumo_ev=0.05 spin_multiplicity=1 orbital_gap_ev=8.3096 total_energy_ev=-35758.047 smiles="CCOCCOC[C@@H]1C(=O)N[C@@H](N)[C@H]1[C@@H](I)CC.c1cc[nH]c1" homo_energy_ev=-8.260
C 2.3985 -1.1413 -0.0503 0.130 0.243 -0.388
C 2.8265 -0.3001 -1.2502 0.528 0.010 0.687
O 2.2015 0.9610 -1.2738 -0.125 0.213 -0.230
C 0.9679 0.9390 -1.9652 0.199 -0.406 0.188
C 0.0974 2.0605 -1.4817 0.278 0.382 0.114
O -0.2904 1.9889 -0.1288 -0.012 -0.102 0.046
C -1.1206 0.9102 0.2214 -0.305 0.070 -0.140
C -2.5490 0.9749 -0.3190 -0.468 -0.526 0.679
C -3.5158 1.4631 0.7727 -1.041 -1.582 -2.512
O -3.2469 1.9595 1.7851 0.983 1.747 2.907
N -4.8739 1.1637 0.3732 1.337 -0.118 -0.014
C -4.7614 0.1085 -0.6376 -0.973 0.818 -1.016
N -5.3472 0.6703 -1.8683 0.565 -0.218 0.027
C -3.2611 -0.3577 -0.6541 -1.007 1.902 -0.135
C -2.9713 -1.1361 -1.9294 0.902 -0.489 0.704
I -2.5197 0.0974 -3.6563 -0.138 -0.157 0.072
C -1.8318 -2.1821 -1.8282 -0.575 0.041 -0.047
C -1.6129 -2.7719 -0.4451 0.181 0.161 -0.179
H 2.9529 -0.8460 0.8325 0.057 0.054 0.200
H 2.6101 -2.1811 -0.2688 -0.114 -0.332 0.166
H 1.3490 -0.9881 0.1647 -0.329 -0.207 -0.010
H 2.7159 -0.8477 -2.1861 -0.237 0.056 -0.222
H 3.8855 -0.0980 -1.1234 0.271 0.064 -0.241
H 1.1284 1.0534 -3.0386 0.038 0.071 -0.231
H 0.5227 -0.0449 -1.8232 -0.397 -0.119 0.003
H 0.6900 2.9643 -1.5713 0.132 0.266 0.158
H -0.7531 2.2106 -2.1356 -0.380 -0.243 -0.250
H -0.6921 -0.0634 -0.0062 0.317 -0.051 -0.287
H -1.2098 0.9643 1.2993 0.133 0.018 0.282
H -2.7320 1.6972 -1.1088 0.522 0.102 -0.456
H -5.1408 2.0376 -0.0760 -0.871 -0.167 0.146
H -5.4347 -0.7121 -0.4126 0.131 -0.359 0.410
H -4.7624 1.4298 -2.2054 -0.050 0.020 -0.074
H -5.3464 -0.0154 -2.6169 -0.173 0.025 0.035
H -3.1956 -0.9091 0.2836 0.335 -0.856 -0.345
H -3.8742 -1.6712 -2.1926 -0.268 0.002 -0.201
H -2.1202 -3.0067 -2.4713 0.010 -0.141 -0.324
H -0.9289 -1.7881 -2.2688 0.448 0.155 0.201
H -0.8327 -3.5167 -0.5238 0.084 -0.378 0.077
H -2.5234 -3.2306 -0.0740 -0.101 -0.179 0.122
H -1.2715 -2.0542 0.2908 0.004 0.213 0.110
C 4.5551 1.1886 3.9879 -0.015 0.018 0.004
C 5.3226 0.4671 4.9421 0.012 -0.008 0.019
C 6.2240 -0.2952 4.2490 0.022 -0.051 -0.028
N 6.0290 -0.0653 2.9141 0.000 0.023 0.023
C 5.0164 0.8408 2.7473 -0.005 -0.043 -0.104
H 3.7573 1.8834 4.1902 0.004 -0.003 -0.008
H 5.2236 0.5050 6.0141 0.004 0.002 -0.006
H 6.9835 -0.9787 4.5884 -0.013 0.005 0.017
H 6.5490 -0.4950 2.1713 -0.006 0.029 0.028
H 4.7131 1.1577 1.7634 -0.024 0.025 0.023

=====

Record 3
101
Properties=species:S:1:pos:R:3:forces:R:3 method="wB97M-V/def2-TZVPD" lumo_ev="-5.32 / -6.78" spin_multiplicity=2 orbital_gap_ev="7.6802 / 6.2334" s2=0.75 total_energy_ev=-104459.307 total_charge=+2 homo_energy_ev="-13.003 / -13.012"
Al 0.4120 -0.4335 -1.5170 -0.207 -0.440 0.156
F -1.0352 -5.3262 0.2088 -0.016 0.019 -0.019
C -0.7394 -4.5237 -0.8274 -0.013 0.000 0.032
C -0.2902 -3.2405 -0.5727 -0.018 0.044 -0.043
C 0.0392 -2.3848 -1.6121 -0.031 0.015 -0.085
C -0.1046 -2.8502 -2.9297 0.109 0.088 -0.042
C -0.5905 -4.1360 -3.1410 -0.023 -0.050 -0.049
F -0.7903 -4.5967 -4.3879 0.022 -0.011 0.054
C -0.9100 -4.9975 -2.1085 -0.018 -0.009 -0.039
C 0.2905 -1.9058 -4.0072 -0.017 -0.016 0.127
C 0.3520 -2.2016 -5.3636 -0.019 -0.015 -0.040
C 0.7576 -1.2243 -6.2556 -0.007 0.004 -0.018
C 1.0982 0.0342 -5.7868 0.000 0.003 -0.018
C 1.0283 0.2593 -4.4296 -0.024 -0.058 0.055
N 0.6358 -0.6803 -3.5584 0.012 0.091 -0.032
H -0.2280 -2.9198 0.4587 -0.057 -0.013 0.033
H -1.2793 -5.9930 -2.3095 0.011 -0.002 0.006
H 0.0946 -3.1853 -5.7170 0.001 0.014 -0.001
H 0.8114 -1.4496 -7.3125 0.003 -0.004 0.005
H 1.4241 0.8230 -6.4488 0.008 -0.008 -0.001
H 1.3099 1.2164 -4.0171 -0.011 0.008 -0.001
C 0.9922 -3.5057 5.0430 0.092 -0.113 0.044
C 1.5447 -3.7050 3.6366 -0.104 0.168 -0.195
C 0.9728 -4.9247 2.9254 0.059 -0.051 0.090
Sb 1.1820 -1.9195 2.4295 -0.012 0.044 0.111
C 2.6676 -0.4625 2.9530 0.036 -0.082 -0.075
C 3.0664 -0.6052 4.4185 0.048 0.060 -0.005
C 3.8546 -0.5875 2.0026 0.024 0.044 0.013
C -0.7445 -1.0612 2.8819 0.065 -0.166 0.023
C -1.8416 -2.1187 2.9716 -0.026 0.083 -0.026
C -0.6459 -0.2082 4.1439 -0.085 0.045 -0.023
H 1.3191 -4.3462 5.6623 -0.028 0.002 -0.003
H -0.0968 -3.5052 5.0535 -0.011 0.013 -0.009
H 1.3501 -2.5967 5.5247 0.008 0.011 -0.001
H 2.6358 -3.7411 3.6486 0.012 -0.060 0.041
H -0.1144 -4.8729 2.8457 0.006 0.008 -0.005
H 1.2170 -5.8223 3.4987 -0.019 0.006 0.002
H 1.3823 -5.0524 1.9235 -0.003 0.009 -0.001
H 2.1544 0.4835 2.7827 0.003 0.081 -0.002
H 3.5031 -1.5829 4.6298 0.000 -0.002 -0.008
H 2.2327 -0.4437 5.1019 -0.015 -0.005 0.000
H 3.8314 0.1401 4.6534 -0.006 -0.011 0.000
H 4.3342 -1.5655 2.0825 0.002 0.003 0.012
H 4.6110 0.1587 2.2621 -0.009 -0.012 -0.007
H 3.5692 -0.4306 0.9619 -0.012 0.016 0.009
H -0.8980 -0.4315 2.0045 -0.031 0.026 0.007
H -1.7270 -2.7527 3.8502 0.009 -0.003 0.000
H -1.8872 -2.7612 2.0921 0.018 -0.011 -0.038
H -2.8120 -1.6228 3.0610 0.010 0.002 0.018
H -0.4202 -0.8075 5.0272 0.001 -0.014 -0.004
H -1.6107 0.2742 4.3266 0.013 0.005 0.002
H 0.1042 0.5796 4.0589 0.004 0.001 0.003
C -4.4544 0.8010 0.3249 0.044 -0.050 0.036
N -3.0619 0.9881 -0.0759 -0.102 0.149 -0.020
C -2.2974 1.8563 0.8173 0.015 -0.088 -0.003
P -2.5697 0.8668 -1.6381 0.075 -0.166 0.090
O -1.0996 0.4998 -1.6297 0.183 0.142 0.036
N -2.7105 2.2891 -2.4090 -0.077 0.135 -0.133
C -3.8959 3.1283 -2.2476 0.093 0.027 -0.011
C -1.8774 2.6329 -3.5612 -0.032 0.006 0.029
N -3.4607 -0.2906 -2.3550 -0.113 -0.062 0.055
C -3.4823 -1.6422 -1.7950 -0.011 0.013 -0.080
C -4.4879 -0.0279 -3.3579 0.039 -0.029 -0.030
H -4.4956 0.2264 1.2519 0.007 -0.001 0.007
H -5.0031 0.2545 -0.4382 -0.002 0.009 -0.006
H -4.9552 1.7577 0.4977 0.001 0.006 0.001
H -2.3891 1.4851 1.8401 -0.004 0.006 0.007
H -2.6677 2.8861 0.7913 -0.015 0.008 0.005
H -1.2438 1.8478 0.5398 -0.023 -0.006 -0.005
H -4.5287 2.7619 -1.4431 -0.002 -0.012 0.023
H -4.4886 3.1481 -3.1650 -0.015 -0.003 -0.002
H -3.5967 4.1511 -2.0134 0.006 0.009 -0.008
H -1.0030 1.9898 -3.5966 -0.021 0.010 0.005
H -1.5374 3.6645 -3.4648 -0.004 0.001 -0.009
H -2.4389 2.5309 -4.4939 0.002 0.003 -0.010
H -2.6977 -1.7611 -1.0507 0.020 0.012 0.018
H -3.3098 -2.3721 -2.5880 0.001 -0.005 -0.001
H -4.4483 -1.8561 -1.3294 -0.001 -0.010 0.002
H -4.3280 0.9383 -3.8274 0.001 0.017 0.000
H -5.4913 -0.0510 -2.9228 0.002 -0.004 0.006
H -4.4344 -0.7921 -4.1341 0.006 -0.006 0.001
F 0.7247 -0.3137 0.2257 0.064 0.068 -0.187
Sb 2.5925 2.6604 -1.4469 -0.274 -0.175 -0.331
F 1.6981 0.8654 -1.7432 0.054 -0.004 0.194
F 0.9369 3.3537 -1.9951 -0.302 0.148 -0.100
F 3.1112 2.5015 -3.2259 0.009 0.015 -0.068
F 3.3997 4.3312 -1.2437 0.274 0.397 0.057
F 4.0654 1.6428 -0.9175 0.407 -0.167 0.194
C 4.8995 3.7281 1.4814 -0.013 0.044 0.001
N 3.7196 4.5850 1.6051 0.076 -0.077 0.127
C 3.7640 5.9073 1.9945 0.055 -0.043 -0.085
C 2.4996 6.3816 1.9694 -0.078 -0.057 -0.030
N 1.7089 5.3348 1.5581 -0.053 0.116 -0.032
C 2.4578 4.2481 1.3313 -0.044 0.028 -0.009
S 1.8013 2.7005 0.8646 0.016 -0.101 0.234
H 5.4603 3.7691 2.4117 0.009 0.012 -0.006
H 5.5111 4.0809 0.6546 -0.006 -0.005 -0.021
H 4.5827 2.7099 1.2835 -0.035 -0.030 -0.012
H 4.6906 6.3965 2.2372 0.004 -0.022 0.027
H 2.1048 7.3529 2.2057 -0.011 -0.002 -0.010
H 0.7133 5.3659 1.4003 0.021 -0.014 0.000

=====

Record 4
3
Properties=species:S:1:pos:R:3:forces:R:3 method="wB97M-V/def2-TZVPD" lumo_ev="-2.93 / -3.04" spin_multiplicity=1 orbital_gap_ev="6.8555 / 6.7012" total_energy_ev=-83591.692 homo_energy_ev="-9.782 / -9.736"
F 1.1938 1.2095 0.1523 -1.087 -1.585 0.544
S -1.2441 -0.7860 -0.8305 -0.204 -0.086 -0.197
Br 0.0503 -0.4235 0.6782 1.290 1.670 -0.347

=====

Number 1: molecular weight 1067.74 g mol⁻¹. Number 2: molecular weight 437.32 g mol⁻¹. Number 3: molecular weight 997.31 g mol⁻¹. Number 4: molecular weight 130.97 g mol⁻¹.